Formula: C56H80Cl2KO7PS2
Source: the OMol25 dataset
Level of theory: ωB97M-V/def2-TZVPD

Each line ends with the Mulliken charge.
Cartesian coordinates (Å):
K: 0.037 0.369 0.315  1.5783
C: 3.886 0.754 2.311  -0.9974
O: 2.706 1.000 1.563  0.1475
C: 2.950 1.079 0.181  -1.4806
C: 2.919 -0.077 -0.601  1.0368
C: 2.679 -1.474 -0.020  -0.2240
C: 1.164 -2.801 -1.880  -0.3878
C: 0.957 -4.024 -2.523  -0.4361
C: -0.190 -4.337 -3.243  -0.2181
C: -1.219 -3.383 -3.232  -0.5528
C: -1.078 -2.148 -2.642  0.1976
C: -2.342 -1.276 -2.523  -1.7810
C: -2.321 0.212 -2.202  0.4875
C: -2.333 1.160 -3.213  -0.2758
C: -2.401 2.532 -2.951  -0.2062
C: -2.344 2.944 -1.632  -0.1939
C: -2.327 2.040 -0.571  0.4763
C: -2.099 2.558 0.844  -0.8356
C: -0.935 3.527 1.073  0.3702
C: -1.024 4.460 2.088  -1.0784
C: 0.080 5.167 2.580  0.3964
C: 1.323 4.833 2.042  -0.6258
C: 1.469 3.939 0.991  0.2357
C: 2.871 3.619 0.468  -1.8087
C: 3.056 2.360 -0.363  1.1358
C: 3.293 2.453 -1.722  -0.7264
C: 3.311 1.329 -2.545  0.3263
C: 3.092 0.092 -1.971  0.0693
C: 3.397 1.495 -4.060  2.4098
C: 4.640 2.308 -4.439  -2.0335
C: 3.456 0.151 -4.790  -1.9446
C: 2.131 2.226 -4.515  -1.8140
C: 0.322 3.333 0.397  0.4924
O: 0.421 2.588 -0.628  -0.3745
C: -0.113 6.203 3.688  2.2572
C: -0.717 5.546 4.937  -1.5173
C: 1.205 6.862 4.098  -2.1942
C: -1.060 7.311 3.203  -1.7818
C: -2.426 0.681 -0.883  -0.8210
O: -2.421 -0.268 0.124  0.1641
C: -3.651 -0.448 0.815  -0.6312
C: -2.538 3.522 -4.110  2.2318
C: -3.820 3.206 -4.893  -1.8605
C: -2.621 4.970 -3.627  -2.2265
C: -1.333 3.410 -5.049  -1.6068
C: 0.195 -1.767 -2.087  0.8090
O: 0.414 -0.553 -1.799  -0.7653
C: -0.395 -5.667 -3.966  2.0590
C: -1.580 -6.427 -3.350  -1.6782
C: -0.688 -5.415 -5.453  -1.6996
C: 0.836 -6.571 -3.880  -2.1342
H: 4.637 1.523 2.110  0.3003
H: 4.313 -0.225 2.070  0.2035
H: 3.619 0.774 3.366  0.2149
H: 1.846 -0.741 1.594  0.3395
H: 3.630 -1.763 0.460  0.8039
H: 1.735 -4.775 -2.449  0.1412
H: -2.177 -3.628 -3.688  0.3889
H: -2.962 -1.754 -1.759  0.3739
H: -2.892 -1.383 -3.464  0.5392
H: -2.302 0.805 -4.239  0.4952
H: -2.267 3.995 -1.382  0.4646
H: -1.937 1.706 1.520  0.0597
H: -3.015 3.026 1.220  0.5192
H: -1.996 4.606 2.557  0.3286
H: 2.224 5.295 2.440  0.4932
H: 3.540 3.587 1.335  0.2597
H: 3.225 4.451 -0.152  0.5743
H: 3.364 3.445 -2.156  0.2036
H: 2.973 -0.772 -2.598  -0.8217
H: 5.550 1.788 -4.129  0.4202
H: 4.636 3.291 -3.964  0.3044
H: 4.680 2.457 -5.522  0.4702
H: 4.318 -0.441 -4.472  0.3814
H: 3.542 0.329 -5.865  0.4606
H: 2.551 -0.435 -4.619  0.2768
H: 2.075 3.222 -4.073  0.4108
H: 1.249 1.673 -4.187  0.1661
H: 2.108 2.328 -5.605  0.5010
H: -0.059 4.764 5.316  0.2266
H: -1.680 5.082 4.716  0.2774
H: -0.870 6.287 5.730  0.4687
H: 1.906 6.130 4.506  0.3661
H: 1.016 7.612 4.871  0.4615
H: 1.684 7.359 3.251  0.3870
H: -2.028 6.900 2.914  0.2911
H: -0.639 7.816 2.330  0.3704
H: -1.226 8.054 3.991  0.4650
H: -4.421 -0.821 0.131  0.1845
H: -3.994 0.491 1.259  0.3220
H: -3.468 -1.167 1.610  -0.2544
H: -4.695 3.290 -4.245  0.3845
H: -3.799 2.192 -5.297  0.2986
H: -3.939 3.903 -5.729  0.4894
H: -3.471 5.120 -2.957  0.3853
H: -2.744 5.634 -4.487  0.4503
H: -1.713 5.265 -3.098  0.3781
H: -1.226 2.399 -5.446  0.3218
H: -0.419 3.653 -4.510  0.2367
H: -1.440 4.101 -5.891  0.5041
H: -2.499 -5.842 -3.415  0.3193
H: -1.391 -6.628 -2.293  0.3363
H: -1.744 -7.380 -3.865  0.4492
H: -1.573 -4.789 -5.577  0.3147
H: -0.858 -6.359 -5.983  0.4473
H: 0.152 -4.898 -5.922  0.3558
H: 1.060 -6.843 -2.847  0.3711
H: 1.717 -6.083 -4.303  0.3741
H: 0.655 -7.493 -4.440  0.4403
Cl: -0.237 1.671 3.848  0.0634
C: 1.265 1.477 4.726  -0.2761
Cl: 1.133 1.915 6.450  -0.2169
H: 2.002 2.134 4.279  0.0615
H: 1.560 0.434 4.682  0.3780
C: -0.167 -1.268 6.454  -0.7453
C: -0.704 -2.693 6.435  0.4655
C: 0.286 -3.680 5.831  -1.0412
O: -2.008 -2.731 5.842  -0.4617
P: -2.392 -2.790 4.251  0.1240
S: -4.231 -2.084 4.169  -0.5777
S: -0.980 -2.087 3.081  -0.2263
O: -2.394 -4.405 3.993  -0.2342
C: -3.460 -5.222 4.489  0.5169
C: -2.854 -6.350 5.306  -1.4202
C: -4.259 -5.724 3.301  -1.4064
H: 0.745 -1.219 7.055  0.4560
H: -0.909 -0.592 6.882  0.3359
H: 0.046 -0.947 5.434  -0.3014
H: -0.899 -2.999 7.469  0.2121
H: 0.527 -3.409 4.804  0.0814
H: -0.124 -4.690 5.832  0.1932
H: 1.201 -3.674 6.430  0.5085
H: -4.111 -4.615 5.122  0.3983
H: -2.139 -6.911 4.699  0.2805
H: -3.635 -7.034 5.649  0.4445
H: -2.334 -5.952 6.177  0.2494
H: -3.610 -6.291 2.628  0.3167
H: -4.670 -4.874 2.759  0.2659
H: -5.079 -6.368 3.630  0.4059
C: 2.298 -3.883 0.054  -2.0842
C: 2.415 -2.713 -0.957  1.3568
C: 3.706 -2.975 -1.781  -2.0520
O: 1.683 -1.490 1.004  -0.3615
H: 2.285 -4.836 -0.474  0.5063
H: 1.389 -3.800 0.644  0.3945
H: 3.155 -3.887 0.737  0.4551
H: 3.853 -4.050 -1.908  0.5574
H: 4.593 -2.581 -1.276  0.3637
H: 3.662 -2.540 -2.778  0.3485

Atoms 1-2, force components in eV/Å:
K -0.20 0.03 0.87
C 0.07 0.00 -0.07

Total charge: -2
Multiplicity: 1
Lowest unoccupied orbital energy, eV: 3.60
Energy relative to the best compared isomer or geometry (same formula, charge and spin), kcal/mol: 42.06
HOMO energy, eV: -1.84
DFT total energy, eV: -146039.1135